(1)
A cluster of 2 separate species, C4H14N3O2 in total. Source: the Open Molecules 2025 dataset; level of theory: ωB97M-V/def2-TZVPD.

```
23
Properties=species:S:1:pos:R:3:lowdin_charge:R:1
N 0.304 0.943 -1.914 0.14
C -1.027 0.785 -1.206 -0.11
C -1.434 -0.831 -1.002 -0.11
N -1.669 -0.692 0.444 -0.13
C -0.886 -1.350 1.434 -0.18
C 0.485 -0.750 1.398 -0.49
N 1.127 -1.015 2.631 0.13
O 1.167 -0.352 0.467 0.04
H 0.483 0.055 -2.298 0.11
H 0.280 1.759 -2.608 0.20
H 1.077 1.190 -1.210 0.10
H -0.861 1.296 -0.253 0.11
H -1.966 1.129 -1.761 0.14
H -2.346 -0.908 -1.608 0.11
H -0.582 -1.412 -1.381 0.11
H -2.662 -0.819 0.653 0.13
H -1.398 -1.165 2.461 0.15
H -0.964 -2.581 1.409 0.19
H 2.067 -0.647 2.562 0.10
H 0.644 -1.010 3.604 0.16
H 2.422 2.462 0.077 0.06
H 3.223 1.702 -1.074 0.03
O 2.514 2.211 -0.827 0.02
```

Summary:
ΔE to the lowest compared entry with this formula, charge and spin   2.358 eV
Electronic energy   -12932.730 eV
Total charge   +1
HOMO-LUMO gap   9.635 eV


(2)
A structure of composition C39H43BN7O3P2PdS2. Source: the Open Molecules 2025 dataset; level of theory: ωB97M-V/def2-TZVPD.

```
98
Properties=species:S:1:pos:R:3:lowdin_charge:R:1
Pd -0.539 -0.922 1.073 0.83
B 0.466 -3.095 3.141 -0.38
N -0.876 -2.398 3.566 -0.05
C -1.592 -2.549 4.681 -0.06
C -2.713 -1.734 4.610 -0.05
C -2.602 -1.101 3.377 -0.15
N -1.488 -1.512 2.769 -0.09
N 0.152 -3.710 1.735 -0.06
C 0.046 -4.987 1.366 -0.06
C -0.504 -5.045 0.096 -0.04
C -0.721 -3.718 -0.248 -0.13
N -0.295 -2.925 0.739 -0.10
H 1.346 -2.286 3.063 0.05
H 0.682 -3.995 3.906 0.08
H -1.258 -3.226 5.448 0.13
H -3.499 -1.630 5.336 0.10
H -3.261 -0.401 2.892 0.10
H 0.339 -5.770 2.045 0.13
H -0.742 -5.919 -0.483 0.10
H -1.208 -3.311 -1.117 0.08
C 2.984 2.118 3.698 -0.15
S 2.134 0.771 2.910 0.38
O 2.994 -0.378 3.075 -0.33
O 2.003 1.185 1.491 -0.42
O 0.836 0.680 3.564 -0.36
H 3.981 2.196 3.271 0.06
H 3.052 1.892 4.760 0.07
H 2.424 3.040 3.549 0.02
N -1.283 0.943 1.315 0.07
C -1.275 1.763 2.143 -0.24
N -1.369 2.694 3.027 -0.05
C -1.982 2.356 4.333 -0.12
C -1.683 3.472 5.328 -0.16
C -0.257 3.964 5.115 -0.18
C -0.142 4.699 3.773 -0.16
C -1.080 4.100 2.719 -0.11
H -1.523 1.423 4.660 0.12
H -3.056 2.206 4.202 0.13
H -1.816 3.071 6.332 0.12
H -2.395 4.295 5.217 0.12
H 0.406 3.096 5.119 0.10
H 0.059 4.619 5.926 0.12
H 0.890 4.666 3.422 0.06
H -0.401 5.752 3.895 0.12
H -0.650 4.141 1.721 0.09
H -2.032 4.636 2.691 0.13
S 2.179 4.452 0.731 1.01
C 1.671 3.374 -0.258 -0.67
N 0.526 2.666 -0.542 0.08
C 0.075 -0.961 -2.315 -0.48
P 0.736 -0.363 -0.718 0.98
C 2.393 -1.088 -0.753 -0.36
C 3.189 -0.969 -1.900 -0.11
C 4.454 -1.528 -1.929 -0.07
C 4.927 -2.220 -0.818 -0.06
C 4.141 -2.343 0.314 -0.03
C 2.873 -1.775 0.352 -0.07
C 1.159 1.408 -1.128 -0.36
C 2.592 1.823 -1.072 -0.04
C 2.975 2.954 -1.757 -0.07
C 2.251 3.481 -2.899 -0.03
C 0.973 3.124 -3.043 0.00
C 0.336 2.333 -1.986 -0.17
P -1.605 -0.339 -2.829 1.03
C -2.519 -1.905 -3.021 -0.44
C -3.703 -2.066 -2.308 -0.11
C -4.424 -3.251 -2.402 -0.07
C -3.964 -4.276 -3.213 -0.07
C -2.785 -4.120 -3.936 -0.07
C -2.068 -2.940 -3.844 -0.10
C -1.297 0.107 -4.585 -0.38
C -2.376 0.059 -5.471 -0.09
C -2.236 0.483 -6.782 -0.07
C -1.019 0.973 -7.236 -0.08
C 0.058 1.033 -6.367 -0.08
C -0.082 0.604 -5.053 -0.12
H 0.033 -2.042 -2.174 0.04
H 0.811 -0.803 -3.100 0.03
H 2.828 -0.448 -2.782 0.10
H 5.067 -1.434 -2.816 0.11
H 5.916 -2.660 -0.841 0.11
H 4.511 -2.865 1.186 0.12
H 2.285 -1.842 1.257 0.06
H 3.216 1.350 -0.327 0.14
H 3.938 3.380 -1.505 0.14
H 2.768 4.137 -3.583 0.13
H 0.377 3.403 -3.901 0.13
H -0.694 2.035 -2.133 0.10
H -4.054 -1.265 -1.669 0.10
H -5.341 -3.371 -1.842 0.11
H -4.524 -5.198 -3.287 0.11
H -2.431 -4.918 -4.575 0.11
H -1.158 -2.818 -4.421 0.12
H -3.332 -0.325 -5.137 0.11
H -3.083 0.426 -7.454 0.11
H -0.910 1.299 -8.262 0.11
H 1.015 1.404 -6.711 0.11
H 0.784 0.658 -4.404 0.08
```

Summary:
ΔE to the lowest compared entry with this formula, charge and spin   3.364 eV
Electronic energy   -102110.306 eV
Total charge   +1
HOMO-LUMO gap   6.500 eV


(3)
A structure of composition C33H67FO12. Source: the Open Molecules 2025 dataset; level of theory: ωB97M-V/def2-TZVPD.

```
113
Properties=species:S:1:pos:R:3:lowdin_charge:R:1
C 2.761 1.113 -1.102 0.00
C 3.951 1.158 -0.006 -0.25
O 3.127 1.196 1.159 0.07
C 1.951 1.769 0.910 -0.43
O 1.095 2.080 1.708 0.12
O 1.737 1.810 -0.397 0.02
F 4.579 2.305 -0.180 0.15
H 2.469 0.072 -1.241 0.09
H 2.990 1.563 -2.068 0.16
H 4.616 0.298 -0.088 0.16
C -1.168 0.173 0.321 -0.11
C -0.441 -0.939 0.976 -0.07
C 1.032 -0.681 0.719 -0.20
O 1.046 0.134 -0.444 -0.25
C -0.105 1.046 -0.463 -0.16
H -1.650 0.790 1.079 0.07
H -1.927 -0.290 -0.310 0.03
H -0.728 -1.921 0.599 0.07
H -0.496 -0.950 2.064 0.15
H 1.341 -1.684 0.423 0.12
H 1.610 -0.178 1.494 -0.05
H -0.391 1.240 -1.496 -0.09
H 0.198 1.992 -0.013 0.08
C -3.158 1.928 3.131 -0.09
C -3.008 2.580 1.808 -0.17
C -1.569 2.978 1.802 -0.16
O -0.894 2.089 2.741 -0.18
C -1.860 1.086 3.145 -0.13
H -3.991 1.227 3.094 0.11
H -3.209 2.698 3.902 0.14
H -3.707 3.378 1.556 0.14
H -3.166 1.770 1.096 0.09
H -1.420 3.960 2.253 0.17
H -0.972 2.796 0.908 0.00
H -1.745 0.589 4.108 0.16
H -1.735 0.261 2.444 0.06
C -1.556 -0.553 -3.445 -0.11
C -1.188 0.177 -2.214 -0.19
C -0.878 1.597 -2.537 -0.17
O -0.795 1.568 -3.962 -0.04
C -1.615 0.582 -4.460 -0.19
H -2.430 -1.199 -3.364 0.13
H -0.824 -1.307 -3.734 0.08
H -0.311 -0.306 -1.781 0.11
H -1.992 -0.026 -1.506 0.07
H 0.050 1.789 -1.998 0.14
H -1.609 2.211 -2.011 0.16
H -1.112 0.235 -5.363 0.13
H -2.602 0.999 -4.661 0.13
C 3.891 -1.125 1.353 -0.08
C 2.658 -0.712 2.086 -0.25
C 3.158 -0.218 3.471 -0.14
O 4.476 0.041 3.245 -0.06
C 4.857 -0.117 1.873 -0.16
H 3.658 -1.147 0.288 0.03
H 4.156 -2.144 1.633 0.17
H 1.955 -1.544 2.057 0.17
H 2.233 0.175 1.616 0.02
H 3.086 -0.909 4.311 0.15
H 2.646 0.681 3.814 0.12
H 5.879 -0.481 1.975 0.14
H 4.974 0.844 1.373 0.10
C 2.040 -1.632 -1.249 -0.24
C 1.859 -1.164 -2.627 -0.12
C 3.239 -0.497 -2.901 -0.14
O 4.153 -1.194 -2.065 -0.09
C 3.549 -2.025 -1.153 -0.15
H 1.616 -2.633 -1.178 0.08
H 1.578 -0.934 -0.550 -0.06
H 0.989 -0.521 -2.758 0.14
H 1.792 -1.969 -3.359 0.13
H 3.160 0.477 -2.417 0.01
H 3.595 -0.374 -3.924 0.14
H 4.001 -1.760 -0.198 0.03
H 3.747 -3.055 -1.449 0.14
C 0.048 -2.639 -0.914 -0.22
C 0.291 -3.078 -2.308 -0.17
C -1.044 -3.409 -2.869 -0.17
O -1.945 -3.314 -1.774 -0.09
C -1.409 -2.815 -0.564 -0.21
H 0.130 -1.557 -1.024 0.10
H 0.676 -3.033 -0.115 0.16
H 0.880 -3.992 -2.226 0.15
H 0.771 -2.337 -2.947 0.04
H -0.997 -4.425 -3.259 0.13
H -1.334 -2.698 -3.643 0.08
H -1.754 -3.383 0.301 0.16
H -1.979 -1.892 -0.458 0.04
C -5.060 -1.085 -0.188 -0.12
C -3.530 -0.868 -0.173 -0.12
C -3.208 -0.255 1.250 -0.22
O -4.455 -0.329 1.950 -0.13
C -5.280 -1.244 1.275 -0.20
H -5.403 -1.904 -0.820 0.12
H -5.607 -0.294 -0.700 0.11
H -3.096 -0.319 -1.008 0.09
H -3.096 -1.850 -0.364 0.08
H -2.828 0.763 1.340 0.01
H -2.434 -0.824 1.767 0.12
H -6.296 -1.052 1.620 0.13
H -4.743 -2.112 1.658 0.14
C 0.781 1.325 3.563 -0.15
O 1.214 0.203 2.873 -0.20
H 0.846 1.328 4.651 0.11
H 1.221 2.275 3.260 0.12
H -0.280 1.437 3.342 -0.12
H 2.014 0.526 2.451 -0.02
C -0.903 3.332 -0.437 -0.21
O -1.214 4.626 -0.983 -0.03
H -0.480 2.544 -1.059 0.03
H -0.076 3.440 0.265 0.12
H -1.786 2.964 0.085 0.09
H -1.880 4.677 -1.673 0.08
```

Summary:
Electronic energy   -62523.553 eV
HOMO-LUMO gap   6.961 eV


no.,LUMO level (eV)
1,-2.75
2,-4.45
3,0.31